Entry from the Open Molecules 2025 dataset: a cluster of 6 separate species, C38H69BF6N5O9 in total (ωB97M-V/def2-TZVPD).

**Net charge**: -1
**Molar mass**: 864.8 g mol⁻¹
**Highest occupied orbital energy**: -5.74 eV
**Kohn-Sham gap**: 7.49 eV
**Multiplicity**: 1

XYZ file:
```
128
C38H69BF6N5O9 ωB97M-V/def2-TZVPD
C 3.272 0.408 1.192
B 4.665 0.851 0.516
F 4.503 2.149 -0.092
O 5.208 -0.064 -0.524
C 6.562 -0.312 -0.319
C 6.849 -1.796 -0.048
C 6.065 -2.734 -0.950
O 4.837 -3.086 -0.345
C 3.851 -3.537 -1.245
C 2.619 -2.659 -1.203
O 1.795 -3.053 -0.106
C 0.479 -2.732 -0.218
C 0.045 -1.464 -0.588
C -1.319 -1.185 -0.659
C -2.285 -2.142 -0.345
C -3.801 -1.890 -0.424
C -4.447 -2.472 0.849
C -4.332 -2.645 -1.677
C -4.047 -0.368 -0.574
C -5.458 0.271 -0.422
C -6.612 -0.586 -0.964
C -5.421 1.596 -1.221
C -5.763 0.636 1.044
C -1.822 -3.414 0.024
C -0.469 -3.714 0.082
C 6.954 0.543 0.918
C 7.819 1.787 0.654
F 8.285 2.255 1.862
F 7.166 2.808 0.055
C 9.099 1.547 -0.185
F 8.844 1.477 -1.510
F 9.990 2.550 -0.009
F 9.713 0.395 0.177
O 5.765 0.889 1.528
H 3.289 -0.630 1.535
H 2.447 0.509 0.480
H 3.057 1.064 2.040
H 7.130 -0.014 -1.207
H 7.919 -1.974 -0.199
H 6.622 -2.036 0.994
H 5.885 -2.235 -1.910
H 6.641 -3.651 -1.141
H 3.586 -4.573 -1.009
H 4.233 -3.517 -2.273
H 2.049 -2.772 -2.133
H 2.952 -1.622 -1.091
H 0.769 -0.690 -0.807
H -1.603 -0.186 -0.958
H -5.375 -1.981 1.113
H -4.686 -3.530 0.720
H -3.771 -2.393 1.704
H -3.651 -3.449 -1.954
H -5.308 -3.093 -1.479
H -4.446 -1.972 -2.526
H -3.653 -0.084 -1.552
H -3.407 0.130 0.164
H -6.410 -0.911 -1.984
H -6.853 -1.423 -0.316
H -7.504 0.052 -1.012
H -6.414 1.895 -1.565
H -4.795 1.477 -2.106
H -4.981 2.403 -0.627
H -6.076 -0.220 1.641
H -4.900 1.111 1.514
H -6.589 1.358 1.070
H -2.525 -4.203 0.267
H -0.126 -4.700 0.374
H 7.567 -0.049 1.611
C -8.927 -1.828 1.303
O -8.145 -2.748 1.168
N -9.193 -1.226 2.478
C -10.128 -0.129 2.594
C -8.483 -1.693 3.656
H -9.484 -1.395 0.454
H -9.628 0.770 2.961
H -10.940 -0.381 3.278
H -10.551 0.087 1.614
H -7.406 -1.590 3.510
H -8.700 -2.746 3.836
H -8.793 -1.112 4.521
C -8.537 -3.302 6.916
O -9.563 -2.670 7.082
N -7.354 -2.993 7.478
C -6.156 -3.769 7.230
C -7.287 -1.835 8.354
H -8.487 -4.191 6.265
H -5.765 -4.187 8.160
H -5.381 -3.152 6.772
H -6.390 -4.587 6.553
H -7.963 -1.955 9.201
H -7.578 -0.931 7.818
H -6.268 -1.726 8.716
C 2.310 4.261 -4.055
O 1.435 4.157 -3.219
N 3.631 4.185 -3.818
C 4.597 4.354 -4.878
C 4.118 3.924 -2.465
H 2.082 4.442 -5.123
H 5.214 3.460 -4.989
H 5.256 5.202 -4.674
H 4.079 4.537 -5.819
H 3.766 2.968 -2.086
H 3.771 4.700 -1.782
H 5.205 3.914 -2.477
C -4.959 2.220 -4.706
O -4.533 1.117 -4.435
N -5.671 2.505 -5.817
C -6.157 3.837 -6.098
C -5.945 1.427 -6.750
H -4.797 3.096 -4.054
H -7.247 3.848 -6.169
H -5.743 4.215 -7.036
H -5.856 4.506 -5.295
H -6.509 0.631 -6.262
H -5.016 0.996 -7.123
H -6.522 1.820 -7.584
C 15.518 1.756 1.085
O 15.607 0.573 0.820
N 14.382 2.475 1.023
C 14.348 3.883 1.349
C 13.148 1.818 0.616
H 16.388 2.356 1.407
H 13.669 4.073 2.183
H 14.015 4.473 0.493
H 15.346 4.214 1.632
H 12.903 1.006 1.300
H 13.250 1.396 -0.384
H 12.344 2.546 0.620
```



Entry from the Open Molecules 2025 dataset: a structure of composition C38H69BeFIN4O5 at a distorted geometry (ωB97M-V/def2-TZVPD).

**Net charge**: +1
**Molar mass**: 816.9 g mol⁻¹
**Highest occupied orbital energy**: -9.87 eV
**Kohn-Sham gap**: 1.52 eV
**Multiplicity**: 1

XYZ file:
```
119
C38H69BeFIN4O5 ωB97M-V/def2-TZVPD
C 2.689 -1.341 3.985
C 3.875 -1.117 3.043
C 3.675 -1.675 1.629
C 3.607 -0.538 0.608
C 2.288 0.242 0.546
C 2.259 1.424 1.528
C 1.739 2.707 0.889
C 0.249 2.935 1.121
C -0.322 4.052 0.270
C -1.822 4.264 0.519
C -2.732 3.619 -0.543
C -2.897 2.153 -0.255
N -3.814 1.845 0.620
C -3.926 0.533 0.941
C -4.869 0.119 1.915
F -5.610 1.080 2.468
C -5.033 -1.204 2.313
C -6.070 -1.633 3.325
C -7.347 -0.794 3.446
C -8.484 -1.729 3.901
I -9.608 -2.432 2.232
C -4.176 -2.181 1.730
C -4.239 -3.625 2.136
O -4.842 -4.407 1.100
C -4.144 -5.520 0.753
C -3.928 -5.727 -0.711
O -3.760 -6.287 1.572
C -3.235 -1.808 0.761
N -2.410 -2.737 0.162
C -3.110 -0.438 0.361
N -2.185 -0.116 -0.573
C -2.074 1.149 -0.884
C -1.029 1.479 -1.907
H 2.315 -2.351 3.854
H 1.902 -0.611 3.817
H 3.009 -1.249 5.020
H 4.739 -1.598 3.491
H 4.076 -0.044 2.873
H 4.535 -2.295 1.386
H 2.811 -2.332 1.566
H 4.456 0.137 0.767
H 3.765 -0.990 -0.381
H 2.194 0.631 -0.463
H 1.470 -0.442 0.774
H 1.692 1.164 2.421
H 3.299 1.637 1.854
H 2.267 3.563 1.312
H 1.961 2.653 -0.173
H -0.253 1.976 0.947
H 0.079 3.172 2.172
H -0.161 3.890 -0.794
H 0.208 4.966 0.536
H -2.085 3.810 1.475
H -2.069 5.316 0.621
H -2.377 3.787 -1.554
H -3.720 4.064 -0.474
H -6.398 -2.622 3.014
H -5.608 -1.775 4.302
H -7.246 -0.035 4.216
H -7.615 -0.337 2.502
H -9.154 -1.257 4.606
H -8.044 -2.591 4.391
H -3.228 -3.970 2.355
H -4.785 -3.754 3.060
H -4.084 -4.812 -1.270
H -2.892 -6.021 -0.842
H -4.599 -6.512 -1.045
H -1.663 -2.297 -0.366
H -1.989 -3.391 0.812
H -1.298 2.317 -2.537
H -0.948 0.608 -2.551
H -0.057 1.607 -1.437
C 5.050 2.064 -1.591
O 3.940 2.547 -1.443
N 6.121 2.356 -0.829
C 7.414 1.737 -1.055
C 5.969 3.314 0.243
H 5.265 1.324 -2.376
H 7.727 1.184 -0.167
H 8.160 2.501 -1.280
H 7.352 1.045 -1.891
H 5.207 2.963 0.956
H 5.638 4.276 -0.150
H 6.918 3.439 0.757
O 5.815 -1.352 -1.120
H 5.278 -2.070 -1.495
Be 5.016 1.723 2.887
C 6.069 5.014 -3.472
C 4.900 4.491 -4.301
C 5.341 3.639 -5.491
C 6.194 4.371 -6.529
C 5.540 5.611 -7.138
C 4.257 5.305 -7.904
H 6.726 5.660 -4.054
H 5.705 5.597 -2.623
H 6.668 4.187 -3.079
H 4.285 5.329 -4.641
H 4.257 3.884 -3.660
H 4.453 3.224 -5.976
H 5.909 2.778 -5.121
H 6.441 3.671 -7.333
H 7.150 4.659 -6.082
H 6.255 6.079 -7.818
H 5.334 6.350 -6.359
H 4.450 4.606 -8.721
H 3.840 6.215 -8.338
H 3.492 4.871 -7.259
C -6.225 -9.291 3.494
C -7.221 -8.164 3.266
C -7.212 -7.696 1.821
O -6.925 -7.067 4.133
H -5.210 -8.951 3.269
H -6.242 -9.611 4.536
H -6.448 -10.151 2.862
H -8.222 -8.503 3.536
H -6.222 -7.309 1.564
H -7.927 -6.886 1.673
H -7.456 -8.505 1.131
H -6.039 -6.761 3.908
```



Entry from the Open Molecules 2025 dataset: a structure of composition C38H69F6N3O28S2V at a distorted geometry (ωB97M-V/def2-TZVPD).

**Molar mass**: 1245.0 g mol⁻¹
**Highest occupied orbital energy (alpha / beta)**: -7.04 / -7.04 eV
**Kohn-Sham gap (alpha / beta)**: 5.96 / 1.55 eV
**Multiplicity**: 2

XYZ file:
```
147
C38H69F6N3O28S2V ωB97M-V/def2-TZVPD
O 2.680 -3.203 -3.205
V 2.436 -1.999 -2.168
O 3.495 -0.885 -2.586
C -0.118 -2.439 -6.079
F -0.347 -3.403 -5.325
F 1.013 -2.506 -6.708
F -1.107 -2.170 -6.860
S -0.006 -0.920 -4.848
O -1.236 -0.938 -4.067
O 1.192 -1.145 -4.065
O 0.136 0.302 -5.664
C -1.449 -0.235 -0.391
F -1.784 0.279 -1.605
F -2.171 0.389 0.604
F -1.722 -1.549 -0.345
S 0.402 0.034 -0.052
O 1.119 -0.702 -1.084
O 0.552 1.465 -0.251
O 0.743 -0.399 1.346
C -1.005 4.044 0.794
C 0.313 4.590 0.369
O 0.010 5.670 -0.430
C -1.180 5.505 -1.034
O -1.629 6.227 -1.969
O -1.829 4.406 -0.409
H -1.274 4.470 1.761
H -0.971 2.970 0.977
H 0.902 3.863 -0.190
H 0.921 4.900 1.219
C -2.305 -2.005 3.570
C -0.895 -2.555 3.744
O -0.787 -3.507 2.664
C -2.010 -3.840 2.250
O -2.361 -4.658 1.348
O -2.918 -3.137 2.912
H -2.375 -1.099 2.968
H -2.656 -1.806 4.583
H -0.935 -3.095 4.690
H -0.063 -1.852 3.783
C 3.780 2.952 0.918
C 3.614 1.480 1.260
O 4.752 1.165 2.062
C 5.198 2.344 2.645
O 6.175 2.467 3.441
O 4.528 3.365 2.025
H 2.838 3.484 0.782
H 4.376 3.034 0.009
H 3.442 0.932 0.333
H 2.728 1.318 1.874
C -5.894 -2.637 -0.032
C -4.766 -1.667 -0.274
O -5.307 -0.416 0.273
C -6.605 -0.516 0.446
O -7.333 0.422 0.774
O -7.000 -1.776 0.058
H -5.726 -3.283 0.830
H -6.078 -3.274 -0.897
H -4.428 -1.689 -1.310
H -3.814 -2.021 0.121
C -5.532 2.806 -0.706
C -4.360 2.152 -1.463
O -3.994 3.006 -2.497
C -4.912 4.030 -2.563
O -4.953 4.883 -3.447
O -5.849 3.870 -1.639
H -5.364 3.094 0.332
H -6.396 2.141 -0.719
H -4.631 1.177 -1.868
H -3.490 2.026 -0.818
C 3.513 0.552 5.177
C 2.387 -0.539 5.016
C 2.233 -1.517 6.260
C 1.572 -0.798 7.464
C 0.235 -0.193 7.154
C 0.252 0.694 5.905
N 1.030 0.068 4.780
O 0.901 0.824 3.611
C -1.209 1.057 5.523
C 0.945 2.096 6.348
C 2.710 -1.478 3.824
H 4.428 0.227 4.681
H 3.901 0.686 6.187
H 3.287 1.474 4.642
H 1.520 -2.296 5.990
H 3.243 -1.808 6.547
H 2.182 -0.046 7.964
H 1.477 -1.529 8.267
H -0.077 0.413 8.004
H -0.580 -0.896 6.980
H -1.625 1.624 6.355
H -1.144 1.658 4.615
H -1.812 0.155 5.424
H 0.384 2.769 6.996
H 1.880 1.926 6.881
H 1.275 2.732 5.527
H 3.675 -1.901 4.101
H 2.957 -0.880 2.947
H 2.131 -2.370 3.582
H 0.648 0.170 2.956
C 1.480 1.995 -3.397
O 0.543 2.545 -4.343
C -0.424 3.219 -3.619
C -1.276 3.885 -4.634
N -1.588 2.942 -5.793
C -2.567 1.851 -5.413
C -2.883 1.033 -6.668
O -1.736 0.854 -7.513
C -1.989 0.063 -8.693
H 1.758 2.666 -2.584
H 2.404 1.901 -3.968
H 1.214 1.097 -2.839
H 0.064 3.955 -2.981
H -1.035 2.461 -3.129
H -0.818 4.811 -4.982
H -2.161 4.285 -4.139
H -2.248 3.611 -6.162
H -3.496 2.319 -5.087
H -2.306 1.292 -4.514
H -3.622 1.562 -7.269
H -3.325 0.154 -6.200
H -3.033 -0.047 -8.985
H -1.341 -0.812 -8.664
H -1.575 0.678 -9.492
C 5.876 -3.539 -2.645
O 5.375 -2.590 -1.626
C 5.354 -3.231 -0.382
C 4.336 -2.533 0.501
N 2.943 -2.675 0.098
C 2.381 -4.043 0.204
C 0.952 -4.032 -0.133
O 0.699 -3.545 -1.451
C -0.518 -3.996 -2.014
H 5.255 -4.427 -2.757
H 6.888 -3.898 -2.455
H 5.998 -2.971 -3.567
H 6.318 -3.119 0.114
H 5.046 -4.276 -0.364
H 4.486 -1.454 0.497
H 4.426 -2.883 1.530
H 2.449 -2.184 0.830
H 2.492 -4.394 1.230
H 2.896 -4.704 -0.493
H 0.421 -3.348 0.528
H 0.479 -5.000 0.038
H -0.809 -3.288 -2.790
H -1.384 -3.973 -1.352
H -0.500 -5.023 -2.380
```



> Which of these has the highest molar mass?

C38H69F6N3O28S2V



> Number 2 is which compound?

C38H69BeFIN4O5



> Look up the multiplicity of the first one.

1